Run P
Molecular formula: CH4NP
Method: DFT, ωB97M-V/def2-TZVPD

E_LUMO (spin up / spin down) ... -0.44 / -0.39 eV
Kohn-Sham gap (spin up / spin down) ... 7.17 / 8.73 eV

Each line ends with the Mulliken charge.
CARTESIAN COORDINATES (ANGSTROEM)
C (0.737, -0.261, -0.952)  -0.745
N (-1.939, 0.156, 3.178)  -0.375
P (-1.329, -1.224, 2.859)  0.125
H (1.656, -0.322, -1.604)  0.248
H (-0.059, -0.733, -1.493)  0.270
H (0.775, -0.146, 0.144)  0.220
H (-2.696, 0.530, 2.576)  0.257

***

Run Q
Molecular formula: CH4NP
Method: DFT, ωB97M-V/def2-TZVPD

Structure (SMILES) ... C=PN
E_LUMO ... 0.48 eV
Kohn-Sham gap ... 9.52 eV

Each line ends with the Mulliken charge.
CARTESIAN COORDINATES (ANGSTROEM)
C (-0.556, 0.240, -1.426)  -0.609
P (-0.577, -0.413, 0.197)  0.103
N (0.612, -0.066, 1.536)  -0.542
H (0.009, 1.052, -1.599)  0.317
H (-1.533, -0.088, -1.833)  0.224
H (1.485, 0.255, 1.257)  0.236
H (0.561, -0.979, 1.868)  0.272

***

Which of them is the most stable, and which is the least stable? run Q and run P, in that order.

***

Run P
Molecular formula: C6H18N2O
Method: DFT, ωB97M-V/def2-TZVPD

Structure (SMILES) ... CC[C@@H](C)NCCN.O
E_LUMO ... 0.91 eV
Kohn-Sham gap ... 9.54 eV

Each line ends with the Mulliken charge.
CARTESIAN COORDINATES (ANGSTROEM)
C (-1.389, 0.253, 1.248)  -0.871
C (-0.013, -0.177, 1.810)  -0.689
C (1.132, 0.492, 1.042)  0.631
C (2.296, 0.859, 1.975)  -1.679
N (1.571, -0.223, -0.143)  -0.366
C (1.229, 0.179, -1.494)  -0.763
C (-0.149, -0.230, -2.023)  -0.570
N (-0.543, -1.633, -1.910)  -0.522
H (-2.216, 0.005, 1.904)  0.495
H (-1.527, 1.299, 0.972)  0.470
H (-1.513, -0.406, 0.378)  -0.124
H (-0.010, 0.045, 2.876)  0.343
H (0.016, -1.251, 1.599)  0.249
H (0.746, 1.480, 0.757)  0.198
H (3.163, 1.222, 1.439)  0.404
H (1.939, 1.663, 2.627)  0.384
H (2.616, 0.033, 2.618)  0.315
H (1.397, -1.210, -0.004)  0.244
H (1.165, 1.274, -1.555)  0.316
H (2.062, -0.124, -2.132)  0.419
H (-0.928, 0.496, -1.749)  0.220
H (-0.144, 0.033, -3.094)  0.435
H (-0.235, -2.008, -1.017)  0.214
H (-0.106, -2.098, -2.703)  0.276
O (-3.763, 0.281, -1.225)  -0.668
H (-3.444, 0.089, -0.357)  0.320
H (-3.352, -0.343, -1.836)  0.318

***

Run Q
Molecular formula: C6H18N2O
Method: DFT, ωB97M-V/def2-TZVPD

Structure (SMILES) ... CCNCCCCN.O
E_LUMO ... 0.68 eV
Kohn-Sham gap ... 9.23 eV

Each line ends with the Mulliken charge.
CARTESIAN COORDINATES (ANGSTROEM)
C (1.051, 2.730, -1.208)  -0.677
C (0.777, 2.693, 0.240)  -0.626
N (0.188, 1.441, 0.932)  -0.208
C (0.732, 0.101, 1.066)  -0.710
C (0.953, -0.670, -0.233)  -0.084
C (1.031, -2.118, 0.270)  -0.827
C (-0.292, -2.952, 0.326)  -0.713
N (-1.581, -2.517, -0.246)  -0.583
H (0.123, 2.966, -1.659)  0.282
H (1.945, 3.290, -1.449)  0.331
H (1.339, 1.686, -1.427)  0.079
H (1.653, 2.821, 0.906)  0.348
H (0.072, 3.525, 0.640)  0.362
H (-0.778, 1.364, 0.566)  0.061
H (1.630, 0.254, 1.911)  0.202
H (-0.068, -0.469, 1.603)  0.294
H (1.674, -0.273, -0.897)  0.413
H (-0.075, -0.627, -0.831)  0.015
H (1.631, -2.420, 1.179)  0.367
H (1.610, -2.637, -0.448)  0.400
H (-0.082, -3.946, -0.188)  0.336
H (-0.338, -3.555, 1.328)  0.304
H (-1.314, -2.129, -1.214)  0.329
H (-2.063, -1.779, 0.358)  0.302
O (-3.444, 1.182, -0.359)  -0.639
H (-2.559, 1.553, -0.399)  0.357
H (-3.815, 0.484, -0.768)  0.289

***

Which of them is the most stable, and which is the least stable? run P and run Q, in that order.

***

Run P
Molecular formula: C4H13NS
Method: DFT, ωB97M-V/def2-TZVPD

E_LUMO (spin up / spin down) ... -3.33 / -8.55 eV
Kohn-Sham gap (spin up / spin down) ... 8.91 / 3.66 eV
Total charge ... +1
2S+1 ... 2

Each line ends with the Mulliken spin population.
CARTESIAN COORDINATES (ANGSTROEM)
C (2.382, 0.295, 0.436)  -0.039
S (2.538, -1.177, -0.524)  0.895
C (1.026, -2.024, -0.176)  -0.047
H (1.634, 0.993, 0.039)  0.054
H (3.381, 0.712, 0.513)  0.001
H (2.041, 0.011, 1.440)  0.036
H (0.980, -2.267, 0.893)  0.047
H (0.192, -1.364, -0.417)  0.052
H (0.977, -2.928, -0.774)  -0.002
C (-4.002, 1.524, 0.487)  0.000
C (-2.665, 0.821, 0.457)  0.000
N (-1.615, 1.666, -0.145)  0.003
H (-4.771, 0.833, 0.829)  0.000
H (-4.012, 2.369, 1.185)  0.000
H (-4.253, 1.935, -0.487)  0.000
H (-2.375, 0.612, 1.487)  0.000
H (-2.776, -0.131, -0.058)  0.001
H (-1.041, 1.151, -0.798)  0.000
H (-2.050, 2.436, -0.642)  0.000

***

Run Q
Molecular formula: C4H13NS
Method: DFT, ωB97M-V/def2-TZVPD

E_LUMO (spin up / spin down) ... -2.61 / -8.62 eV
Kohn-Sham gap (spin up / spin down) ... 10.47 / 2.28 eV
Total charge ... +1
2S+1 ... 2

Each line ends with the Mulliken spin population.
CARTESIAN COORDINATES (ANGSTROEM)
C (1.393, 2.250, 0.014)  -0.024
S (2.525, 2.221, 1.374)  0.631
C (3.972, 1.391, 0.708)  -0.027
H (0.547, 1.566, 0.104)  0.033
H (1.969, 2.069, -0.883)  -0.001
H (0.990, 3.260, -0.078)  0.024
H (4.836, 1.711, 1.277)  0.003
H (3.821, 0.308, 0.698)  0.041
H (4.132, 1.598, -0.354)  0.015
C (-3.297, -2.434, 0.038)  -0.003
N (-2.499, -1.680, -0.945)  0.264
C (-1.375, -0.938, -0.370)  0.000
H (-3.770, -1.789, 0.779)  0.017
H (-4.132, -2.910, -0.485)  0.003
H (-2.638, -3.231, 0.366)  0.003
H (-3.085, -1.123, -1.546)  -0.006
H (-1.767, -0.015, 0.085)  0.022
H (-0.719, -0.769, -1.221)  0.004
H (-0.902, -1.485, 0.440)  0.000

***

Which of them is the most stable, and which is the least stable? run P and run Q, in that order.

***

Run P
Molecular formula: C3H10S2
Method: DFT, ωB97M-V/def2-TZVPD

Structure (SMILES) ... CSC.CS
E_LUMO ... 0.72 eV
Kohn-Sham gap ... 9.28 eV

Each line ends with the Mulliken charge.
CARTESIAN COORDINATES (ANGSTROEM)
C (1.553, 1.744, -0.578)  -0.583
S (1.767, -0.035, -0.821)  -0.087
C (1.925, -0.600, 1.018)  -0.894
H (1.894, 2.347, -1.464)  0.292
H (0.471, 1.970, -0.251)  0.159
H (2.169, 1.863, 0.338)  0.218
H (1.069, -0.371, 1.789)  0.239
H (3.000, -0.358, 1.292)  0.354
H (1.868, -1.702, 1.055)  0.310
C (-1.922, -1.508, 0.092)  -0.802
S (-2.561, 0.276, 0.368)  -0.197
H (-1.926, -2.190, 0.955)  0.321
H (-0.989, -1.586, -0.465)  0.235
H (-2.509, -1.930, -0.702)  0.327
H (-1.675, 0.295, 1.497)  0.107

***

Run Q
Molecular formula: C3H10S2
Method: DFT, ωB97M-V/def2-TZVPD

Structure (SMILES) ... CCS.CS
E_LUMO ... 0.82 eV
Kohn-Sham gap ... 9.78 eV

Each line ends with the Mulliken charge.
CARTESIAN COORDINATES (ANGSTROEM)
C (-2.362, 1.934, 0.927)  -0.911
C (-1.060, 2.459, 0.395)  -0.409
S (0.325, 2.849, 1.682)  -0.243
H (-2.601, 2.279, 1.919)  0.323
H (-2.396, 0.758, 1.055)  0.222
H (-3.258, 2.267, 0.227)  0.254
H (-0.431, 1.858, -0.271)  0.345
H (-1.405, 3.302, -0.163)  0.296
H (0.843, 3.825, 0.906)  0.123
C (1.505, -4.324, -1.309)  -0.680
S (0.648, -2.707, -1.530)  -0.173
H (0.889, -5.012, -0.661)  0.271
H (1.841, -4.960, -2.228)  0.273
H (2.293, -3.992, -0.619)  0.208
H (0.167, -3.005, -2.682)  0.101

***

Which of them is the most stable, and which is the least stable? run Q and run P, in that order.

***

Run P
Molecular formula: CH2N2S
Method: DFT, ωB97M-V/def2-TZVPD

Structure (SMILES) ... N#CNS
E_LUMO ... -0.10 eV
Kohn-Sham gap ... 9.10 eV

Each line ends with the Mulliken charge.
CARTESIAN COORDINATES (ANGSTROEM)
N (2.980, 0.863, -0.900)  -0.412
C (1.758, 0.909, -0.841)  0.364
N (0.512, 0.555, -0.544)  -0.320
S (-0.384, 0.658, 0.976)  -0.087
H (-0.226, 0.630, -1.228)  0.294
H (0.636, 0.655, 1.869)  0.160

***

Run Q
Molecular formula: CH2N2S
Method: DFT, ωB97M-V/def2-TZVPD

Structure (SMILES) ... C#N.N=S
E_LUMO (spin up / spin down) ... -0.51 / -0.51 eV
Kohn-Sham gap (spin up / spin down) ... 7.43 / 7.43 eV

Each line ends with the Mulliken charge.
CARTESIAN COORDINATES (ANGSTROEM)
C (-0.122, 1.880, 0.975)  -0.006
N (0.203, 0.871, 0.569)  -0.298
H (-0.455, 2.834, 1.306)  0.279
N (-0.263, -1.837, -1.027)  -0.300
S (0.973, -2.456, -1.666)  0.003
H (-0.334, -1.291, -0.157)  0.322

***

Which of them is the most stable, and which is the least stable? run P and run Q, in that order.

***

Run P
Molecular formula: C2H3IN2O
Method: DFT, ωB97M-V/def2-TZVPD

E_LUMO ... 0.55 eV
Kohn-Sham gap ... 9.08 eV

Each line ends with the Mulliken charge.
CARTESIAN COORDINATES (ANGSTROEM)
C (1.151, -0.401, 0.227)  -0.136
C (-1.816, 0.959, 0.870)  0.492
N (0.740, -1.222, -0.702)  -0.221
N (-1.425, 1.577, -0.061)  -0.358
O (-2.035, 0.200, 1.701)  -0.379
I (3.278, -0.332, 0.402)  -0.099
H (1.365, -1.799, -1.311)  0.221
H (-0.184, -1.435, -0.837)  0.225
H (-1.072, 2.453, -0.288)  0.255

***

Run Q
Molecular formula: C2H3IN2O
Method: DFT, ωB97M-V/def2-TZVPD

Structure (SMILES) ... N#[N+][O-].C#C.I
E_LUMO ... 0.53 eV
Kohn-Sham gap ... 10.87 eV

Each line ends with the Mulliken charge.
CARTESIAN COORDINATES (ANGSTROEM)
N (-3.047, 2.159, -1.351)  -0.271
N (-3.351, 2.509, -0.350)  0.769
O (-3.583, 2.894, 0.743)  -0.505
C (-2.041, -0.527, 0.464)  -0.401
C (-0.995, -0.040, 0.744)  -0.080
H (-3.014, -0.899, 0.272)  0.398
H (0.005, 0.307, 0.861)  0.072
I (2.833, 1.312, 0.030)  -0.077
H (2.126, 2.139, 1.160)  0.095

***

Which of them is the most stable, and which is the least stable? run P and run Q, in that order.